Entry one
11
Properties=species:S:1:pos:R:3 method="wB97M-V/def2-TZVPD" smiles="[NH3+][C@@H]1ON=NC1=S" spin_multiplicity=1 charge=+1 homo_energy_ev=-14.50
N 0.214 -0.163 0.330
C -0.985 0.591 -0.138
O -1.272 1.739 0.612
N -2.279 1.532 1.456
N -2.909 0.540 1.211
C -2.228 -0.335 0.323
S -2.476 -1.848 -0.091
H 0.434 0.175 1.226
H 0.959 -0.027 -0.430
H -0.137 -1.174 0.293
H -0.989 0.814 -1.199


Entry two
11
Properties=species:S:1:pos:R:3 method="wB97M-V/def2-TZVPD" spin_multiplicity=1 charge=+1 homo_energy_ev="-13.36 / -13.36"
C 1.984 1.036 -0.024
C -0.311 -0.213 -0.061
N 2.425 -0.087 -0.073
N 1.985 -1.354 -0.004
N -1.781 -0.110 0.180
O 1.689 2.146 0.109
S 0.479 -1.709 -0.008
H 0.241 0.574 -0.723
H -2.275 -0.789 0.850
H -2.460 -0.430 -0.623
H -1.977 0.936 0.377


Which one is the most stable? From the structures above, entry one.